Below is 2 unconnected molecules or ions with the total composition C14H32N5O2 in a non-equilibrium geometry, with properties calculated with ωB97M-V/def2-TZVPD.

Results
Highest occupied orbital energy, hartree: -0.432
Charge: +1
LUMO energy, eV: -3.9
Multiplicity: 1
Energy relative to the best compared isomer or geometry (same formula, charge and spin), eV: 0.000
Frontier orbital gap, eV: 7.9

```
53
Properties=species:S:1:pos:R:3:forces:R:3:mulliken_charge:R:1
C 4.13362 -1.44490 3.43529 0.17 0.07 0.28 -0.62
O 4.34701 -2.44002 2.46450 -0.18 0.06 -0.01 -0.41
C 3.44891 -2.44268 1.37137 0.48 -0.26 -0.26 0.13
C 4.11595 -1.96146 0.07255 -0.72 0.25 1.02 -0.78
C 4.18691 -0.43101 -0.00712 0.48 -0.14 -0.75 -0.58
C 3.13178 0.22872 -0.90675 -0.36 0.16 0.57 -1.13
C 1.70577 -0.35379 -0.81116 -0.17 0.43 -0.21 0.93
C 0.72370 0.67463 -0.23179 0.42 -0.82 0.55 -1.51
C -0.70177 0.16649 0.03737 -0.14 0.46 -0.88 1.61
C -1.16452 -1.04731 -0.78789 -0.33 0.12 0.62 -1.01
C -0.99401 -2.31504 0.06017 0.35 -0.20 -0.51 -0.04
N -1.19751 -3.57082 -0.60296 -0.55 0.19 0.47 -0.71
N -1.96791 -2.14381 1.17346 -0.49 1.57 -1.14 -0.08
C -1.98358 -0.92532 1.70709 -0.16 -0.46 0.45 0.18
N -3.08149 -0.48704 2.36968 -0.02 -0.21 -0.69 -0.36
N -0.87739 -0.09510 1.52188 0.36 -0.72 0.74 -0.49
H 3.07289 -1.29909 3.66075 -0.11 -0.04 -0.09 0.22
H 4.57139 -0.48282 3.16070 -0.02 0.07 -0.13 0.26
H 4.61721 -1.77064 4.35279 0.06 -0.07 0.03 0.30
H 3.14007 -3.48126 1.22833 -0.15 -0.04 0.09 0.31
H 2.57220 -1.83398 1.61405 -0.14 0.02 0.03 -0.11
H 5.10260 -2.41368 0.08070 0.09 -0.07 -0.29 0.43
H 3.50851 -2.37122 -0.73383 0.28 -0.03 -0.35 0.40
H 4.16727 0.01950 0.98260 -0.11 -0.11 0.18 0.23
H 5.15970 -0.16503 -0.42191 0.06 0.15 0.07 0.36
H 3.44233 0.26019 -1.94741 0.15 -0.24 -0.07 0.36
H 3.06668 1.27346 -0.59629 0.09 0.13 -0.13 0.45
H 1.39571 -0.65045 -1.81150 -0.15 -0.14 -0.01 0.22
H 1.65969 -1.23567 -0.17729 0.22 -0.21 -0.07 -0.41
H 0.71300 1.56548 -0.85196 -0.16 0.09 -0.06 0.38
H 1.14708 0.94302 0.73958 -0.05 0.43 0.00 0.41
H -1.37443 0.97478 -0.21532 -0.18 0.05 0.19 -0.68
H -0.72606 -1.13555 -1.77322 0.36 0.07 0.02 0.49
H -2.23989 -0.92657 -0.95172 -0.02 -0.06 -0.25 0.41
H -0.01385 -2.35013 0.52912 0.13 -0.02 -0.03 0.15
H -2.01851 -3.53727 -1.19460 0.06 -0.08 -0.22 0.27
H -0.39709 -3.81720 -1.16383 0.09 -0.10 -0.02 0.29
H -2.89986 -2.48740 0.93839 0.12 -0.71 0.69 0.38
H -3.06388 -0.19651 3.33035 0.34 0.71 -0.10 0.25
H -3.96969 -0.49781 1.89808 -0.24 -0.55 0.28 0.24
H -0.05644 -0.61556 1.83574 0.18 0.19 -0.06 0.33
C -2.85179 2.62035 -1.43804 0.00 0.00 -0.07 0.21
O -2.76099 1.52506 -1.97822 0.03 -0.06 0.17 -0.67
N -3.60709 3.62706 -1.88111 -0.05 0.12 0.04 0.09
C -3.67166 4.90726 -1.19722 -0.07 -0.06 -0.15 -0.89
C -4.38939 3.43076 -3.09473 0.09 -0.11 0.03 -0.92
H -2.29635 2.86705 -0.51494 -0.03 0.06 -0.01 0.18
H -4.69661 5.11463 -0.88754 0.02 0.05 0.03 0.33
H -3.33566 5.70365 -1.86187 0.00 0.04 0.04 0.33
H -3.03388 4.89273 -0.31622 0.02 -0.03 0.00 0.34
H -5.08520 2.60295 -2.96099 -0.02 0.01 -0.04 0.29
H -3.73066 3.19049 -3.92850 -0.03 0.00 -0.03 0.30
H -4.94279 4.33788 -3.31864 0.01 0.03 0.03 0.38
```
Positions in Å, forces in eV/Å.